No. 1
Entry from the Open Molecules 2025 dataset: a 5-piece molecular cluster, H10O5 overall (ωB97M-V with the def2-TZVPD basis set).

ORCA input file:
```
! wB97M-V def2-TZVPD RIJCOSX def2/J DEFGRID3
* xyz 0 1
O 1.309 0.804 -0.982
H 0.435 1.134 -1.161
H 1.458 0.472 -0.145
O -1.254 1.213 -1.054
H -1.831 0.679 -0.434
H -1.101 1.982 -0.401
O 1.226 0.071 3.111
H 0.761 0.396 2.292
H 0.409 -0.078 3.524
O -0.488 -0.952 0.649
H 0.327 -1.388 0.984
H -0.576 -1.440 -0.205
O -0.353 -1.445 -1.983
H 0.461 -0.808 -1.942
H -0.785 -0.639 -2.252
*
```

Computed properties:
* SMILES: O.O.O.O.O
* ΔE to the lowest compared entry with this formula, charge and spin: 1.860 eV
* Kohn-Sham gap: 11.54 eV
* lowest unoccupied orbital energy: 0.145 eV

***

No. 2
Entry from the Open Molecules 2025 dataset: a 2-piece molecular cluster, C14H36IN5O6PS overall (ωB97M-V with the def2-TZVPD basis set).

ORCA input file:
```
! wB97M-V def2-TZVPD RIJCOSX def2/J DEFGRID3
* xyz 1 1
C -0.293 5.373 0.053
C -0.053 4.180 -1.095
I 1.603 4.972 -2.365
C 0.368 2.837 -0.261
N -0.215 1.539 -0.775
C -1.476 1.066 -0.110
C -2.438 2.187 0.569
C -3.428 2.991 -0.514
C -4.888 3.273 0.253
S -6.311 2.433 -0.703
O -7.695 2.638 -0.035
O -5.946 0.944 -0.945
O -6.328 3.230 -2.247
C -0.264 1.504 -2.318
O -1.577 1.841 -2.877
N -2.062 0.770 -3.580
O -3.046 1.238 -4.171
H 0.809 5.743 0.327
H -0.879 4.988 0.991
H -0.799 6.300 -0.484
H -1.048 4.109 -1.703
H 0.217 2.993 0.913
H 1.551 2.730 -0.387
H 0.522 0.802 -0.547
H -2.174 0.386 -0.800
H -1.139 0.332 0.770
H -1.925 2.947 1.295
H -3.211 1.583 1.253
H -3.022 4.065 -0.784
H -3.703 2.334 -1.450
H -4.870 2.990 1.388
H -5.133 4.438 0.183
H -7.272 3.531 -2.419
H 0.641 2.090 -2.807
H -0.069 0.358 -2.590
O 1.732 -1.899 -0.696
P 2.268 -3.201 -0.051
N 1.094 -3.225 1.168
C 0.955 -2.287 2.255
C -0.237 -3.638 0.698
N 3.750 -2.490 0.422
C 4.156 -2.117 1.762
C 4.333 -1.528 -0.521
N 2.885 -4.697 0.689
C 2.573 -5.297 1.975
C 4.072 -5.284 0.077
H 0.408 -2.750 3.078
H 0.435 -1.378 1.956
H 1.905 -1.996 2.702
H -0.186 -4.646 0.273
H -0.613 -2.961 -0.073
H -0.973 -3.676 1.508
H 3.729 -1.155 2.064
H 5.246 -2.022 1.822
H 3.902 -2.872 2.506
H 3.875 -0.538 -0.416
H 4.198 -1.865 -1.555
H 5.413 -1.420 -0.370
H 2.904 -4.685 2.816
H 3.052 -6.278 2.093
H 1.503 -5.499 2.083
H 4.979 -4.999 0.621
H 4.180 -4.952 -0.961
H 4.011 -6.376 0.047
*
```

Computed properties:
* Kohn-Sham gap: 6.85 eV
* lowest unoccupied orbital energy: -3.601 eV

***

No. 3
Entry from the Open Molecules 2025 dataset: C16H13AsIO7RhS as an isolated structure (ωB97M-V with the def2-TZVPD basis set).

ORCA input file:
```
! wB97M-V def2-TZVPD RIJCOSX def2/J DEFGRID3
* xyz 0 5
Rh -0.075 0.060 -0.430
O -4.064 -2.195 0.562
As -2.317 -2.153 0.393
O -1.900 -3.093 -0.879
O -1.969 -0.497 0.125
C -1.865 -2.566 2.228
C -2.834 -3.205 2.990
C -2.602 -3.488 4.331
C -1.403 -3.133 4.922
C -0.423 -2.500 4.169
C -0.658 -2.219 2.836
S 0.634 -1.435 1.918
O 0.294 0.006 1.802
O 1.879 -1.719 2.557
O 0.456 -1.999 0.546
H -4.425 -2.518 -0.274
H -3.778 -3.472 2.537
H -3.367 -3.988 4.909
H -1.223 -3.354 5.965
H 0.533 -2.239 4.603
I 2.558 -0.653 -1.336
C 2.845 1.264 -2.085
C 4.041 1.614 -2.640
C 4.220 2.924 -3.133
C 3.203 3.831 -3.058
C 1.956 3.477 -2.487
C 0.891 4.410 -2.419
C -0.313 4.062 -1.882
C -0.507 2.756 -1.377
C 0.505 1.827 -1.405
C 1.760 2.168 -1.978
H 4.852 0.901 -2.706
H 5.170 3.200 -3.571
H 3.334 4.837 -3.437
H 1.054 5.408 -2.808
H -1.123 4.778 -1.837
H -1.477 2.507 -0.956
O -0.973 -0.967 -2.382
H -1.895 -0.724 -2.211
H -0.992 -1.917 -2.100
*
```

Computed properties:
* <S²>: 6.013
* ΔE to the lowest compared entry with this formula, charge and spin: 0.000 eV
* Kohn-Sham gap (alpha / beta): 8.52 / 6.33 eV
* lowest unoccupied orbital energy (alpha / beta): -0.049 / -2.505 eV

***

No. 4
Entry from the Open Molecules 2025 dataset: C4H4OTm as an isolated structure (ωB97M-V with the def2-TZVPD basis set).

ORCA input file:
```
! wB97M-V def2-TZVPD RIJCOSX def2/J DEFGRID3
* xyz 4 4
H -1.024 -1.082 -1.003
C -3.944 0.086 0.129
C -2.717 0.145 -0.023
C -1.353 0.143 -0.271
C -0.500 -0.928 0.317
O 0.759 -0.788 0.383
H -5.026 0.007 0.165
H -0.884 1.126 -0.443
H -0.950 -1.570 1.108
Tm 2.890 0.309 0.721
*
```

Computed properties:
* <S²>: 3.764
* ΔE to the lowest compared entry with this formula, charge and spin: 0.136 eV
* Kohn-Sham gap (alpha / beta): 7.34 / 4.51 eV
* lowest unoccupied orbital energy (alpha / beta): -20.386 / -23.270 eV

***

We obtain largest force on an atom values of 4.06, 7.14, 0.43, 3.94 eV Å⁻¹ for the records listed above, in that order.